No. 1
Formula: C57H60N7O2Sn
Source: the OMol25 dataset
Level of theory: the ωB97M-V functional and the def2-TZVPD basis

```
127
Properties=species:S:1:pos:R:3:forces:R:3
Sn -1.10587 -0.99161 0.08190 -0.04 -0.11 -0.35
C -4.94485 1.43067 -0.01501 0.26 0.00 0.00
C -3.77547 2.08127 0.72308 -0.13 -0.01 -0.10
C -3.84634 3.60822 0.69535 0.18 -0.24 -0.09
C -3.67493 1.56942 2.13480 0.31 -0.04 -0.17
C -4.73591 1.71586 3.01541 0.05 -0.02 0.10
C -4.64716 1.24589 4.31147 0.01 0.01 -0.01
C -3.49044 0.61416 4.73025 0.05 0.07 0.00
C -2.39335 0.47360 3.89232 0.13 -0.07 -0.17
C -1.17131 -0.26247 4.39523 0.05 -0.14 0.16
C -1.50663 -1.74608 4.58070 0.16 0.15 -0.18
C -0.62000 0.34246 5.68786 0.02 -0.03 -0.25
C -2.49066 0.97341 2.58170 -0.84 0.10 0.63
N -1.39705 0.82319 1.70372 1.44 0.53 -0.43
C -0.29283 1.44670 1.97170 -1.90 -0.09 -0.01
C 0.97841 1.03688 1.37143 0.80 -1.06 -1.28
N 1.03411 0.11931 0.46040 -0.77 1.11 0.56
C 2.29493 -0.46637 0.19397 0.88 -0.52 -0.18
C 2.71755 -1.48340 1.07140 -0.21 0.07 -0.04
C 3.93543 -2.10484 0.84463 0.05 0.07 -0.09
C 4.72544 -1.75591 -0.23115 0.01 0.06 0.00
C 4.31263 -0.74210 -1.07059 -0.01 0.00 0.12
C 3.10908 -0.06847 -0.87552 0.00 -0.06 -0.20
C 2.83981 1.08454 -1.82046 -0.10 0.19 0.00
C 1.37441 1.29188 -2.16651 0.21 -0.04 -0.03
C 3.43124 2.39291 -1.28752 -0.01 -0.20 -0.15
C 1.91814 -1.90815 2.28432 -0.11 -0.05 0.17
C 1.83970 -3.43227 2.39815 -0.10 0.22 -0.08
C 2.53785 -1.32457 3.55855 -0.20 0.03 -0.09
C 2.04498 1.75099 2.06214 0.58 0.35 0.40
C 3.42173 1.76132 1.99867 -0.39 -0.15 -0.07
C 4.12339 2.64436 2.83800 0.13 0.20 0.15
C 3.49775 3.49150 3.72214 -0.02 -0.08 -0.07
C 2.08767 3.49953 3.82394 -0.18 -0.20 -0.23
C 1.28107 4.29059 4.67391 -0.11 -0.02 -0.03
C -0.08963 4.18584 4.62835 0.16 0.20 0.16
C -0.75671 3.28589 3.77655 -0.01 -0.23 -0.36
C -0.00141 2.48371 2.95334 0.15 0.47 0.59
C 1.40623 2.61990 2.97861 -0.08 -0.14 -0.09
H -4.94786 1.74734 -1.05476 -0.07 0.01 -0.15
H -5.90471 1.69072 0.42117 -0.12 0.06 0.09
H -4.83487 0.34682 0.00619 -0.11 -0.07 -0.05
H -2.86057 1.77390 0.21070 -0.07 0.13 0.02
H -4.73755 3.97491 1.19472 -0.17 0.04 0.09
H -3.86327 3.96158 -0.33204 -0.01 0.12 -0.14
H -2.97706 4.03310 1.19457 0.07 0.13 0.04
H -5.63606 2.21040 2.68547 -0.12 0.04 -0.07
H -5.47392 1.36689 4.99537 -0.08 0.00 0.04
H -3.43531 0.23610 5.73937 0.03 -0.08 0.12
H -0.37966 -0.20479 3.64227 -0.06 -0.06 0.13
H -2.29640 -1.88480 5.31597 -0.08 0.00 0.07
H -0.62486 -2.28737 4.91886 0.08 -0.12 0.04
H -1.83654 -2.16852 3.63164 -0.04 -0.07 0.05
H -1.32152 0.22323 6.50829 -0.08 -0.02 0.14
H -0.41748 1.40295 5.55813 0.04 0.07 0.10
H 0.30977 -0.15270 5.95973 0.08 -0.05 0.08
H 4.27677 -2.86775 1.52462 0.01 -0.15 0.07
H 5.65688 -2.26781 -0.41236 0.13 -0.04 0.00
H 4.94884 -0.44961 -1.89374 -0.01 0.06 -0.12
H 3.36659 0.84153 -2.75142 -0.05 -0.01 0.12
H 0.84024 1.76408 -1.34667 -0.08 0.06 -0.05
H 0.91537 0.33074 -2.37575 -0.17 0.00 -0.07
H 1.29502 1.93017 -3.04407 -0.10 0.06 -0.10
H 2.90080 2.71926 -0.39689 -0.04 0.08 0.08
H 3.33754 3.16959 -2.04136 0.01 0.15 -0.09
H 4.48306 2.27515 -1.04229 0.15 0.04 0.06
H 0.89062 -1.53019 2.19522 0.17 -0.09 0.01
H 2.79623 -3.85032 2.69811 0.08 -0.12 0.04
H 1.56215 -3.87597 1.44300 -0.04 -0.12 -0.05
H 1.10777 -3.71636 3.15176 -0.05 -0.07 0.07
H 3.58610 -1.60867 3.62917 0.10 -0.03 0.06
H 2.01910 -1.70268 4.43683 -0.05 -0.05 0.13
H 2.47880 -0.23849 3.56586 0.06 0.03 0.10
H 3.97071 1.11045 1.33618 0.03 -0.03 -0.03
H 5.20082 2.65282 2.77151 0.09 0.02 0.04
H 4.07847 4.15730 4.34188 0.11 0.05 0.08
H 1.75272 4.98023 5.35710 0.01 0.11 0.09
H -0.68684 4.80846 5.27777 -0.02 0.06 0.06
H -1.83566 3.23547 3.78363 -0.06 -0.01 0.05
C -1.94344 1.63172 -2.18534 -0.10 0.03 0.06
C -2.19717 0.21871 -1.71714 0.39 -0.42 0.77
O -3.03397 -0.47165 -2.23710 -0.08 0.01 -0.01
H -2.88503 2.10740 -2.45401 -0.11 0.01 -0.05
H -1.32882 1.58137 -3.08256 0.13 0.02 -0.09
H -1.42771 2.22434 -1.43609 0.10 0.07 0.03
N -0.24598 -6.51824 3.48776 0.36 -0.31 0.16
C -1.11931 -5.88200 3.10941 0.18 -0.16 0.11
C -2.15151 -5.03807 2.63305 -0.65 0.57 -0.31
C -3.48610 -5.18091 3.01630 0.17 0.13 -0.13
C -4.40600 -4.27741 2.51369 0.00 -0.01 0.02
C -3.97158 -3.26711 1.66542 -0.14 -0.18 0.19
N -2.70323 -3.12885 1.30336 -0.21 -0.08 -0.15
C -1.82052 -3.99405 1.76901 0.08 -0.14 0.07
H -3.78378 -5.97283 3.68813 0.00 -0.03 0.02
H -5.44838 -4.35558 2.77563 -0.11 0.02 0.03
H -4.65958 -2.53682 1.26332 -0.14 0.02 -0.02
H -0.79146 -3.84546 1.45871 0.07 -0.01 0.03
C 1.57682 4.18162 -7.64216 -0.01 0.03 -0.08
C 1.54696 2.68640 -7.54685 -0.05 0.02 0.08
C 0.50241 2.02084 -6.92114 0.16 0.09 -0.03
C 0.46180 0.63712 -6.85276 0.01 -0.15 -0.04
C 1.49801 -0.11732 -7.39472 -0.06 0.30 0.16
N 1.52706 -1.52088 -7.38220 0.23 -0.07 -0.62
C 1.12508 -2.45743 -6.47235 -0.06 0.19 0.36
O 1.23269 -3.63828 -6.71299 -0.02 -0.33 -0.02
N 0.63679 -1.95435 -5.27649 0.09 0.54 -0.39
C 0.17682 -2.68483 -4.19949 -0.14 -0.60 0.42
C 0.12726 -4.08172 -4.15776 -0.02 0.08 0.00
C -0.31992 -4.68914 -2.99891 -0.03 0.21 0.07
C -0.67859 -3.90943 -1.91116 0.00 -0.32 0.18
N -0.65034 -2.58280 -1.94667 -0.05 0.10 -0.11
C -0.26995 -1.99979 -3.06913 0.22 0.13 -0.42
C 2.54186 0.54590 -8.03950 -0.06 -0.05 0.07
C 2.56114 1.92269 -8.11693 -0.15 -0.09 0.04
H 0.84162 4.63139 -6.97828 0.00 0.07 0.01
H 1.35377 4.49918 -8.66184 -0.01 0.07 0.00
H 2.56419 4.56588 -7.38852 0.00 0.06 0.03
H -0.31151 2.59043 -6.49517 -0.08 0.06 0.02
H -0.41029 0.15917 -6.42914 -0.06 -0.06 0.00
H 2.01262 -1.94516 -8.16311 -0.15 -0.05 0.20
H 0.67589 -0.95205 -5.15027 0.03 -0.16 -0.04
H 0.42820 -4.65642 -5.01799 0.02 -0.01 0.02
H -0.38432 -5.76520 -2.94302 0.00 -0.04 0.05
H -1.01332 -4.35434 -0.98645 -0.03 -0.10 0.12
H -0.33425 -0.92201 -3.07651 0.07 0.12 -0.17
H 3.33570 -0.03135 -8.48937 0.12 -0.08 -0.02
H 3.37414 2.41239 -8.63163 0.11 0.06 -0.04
```
Forces are in eV/Å.

For the LUMO energy, the calculation gives -3.832 eV. The energy above the lowest of the compared OMol25 structures with the same formula, charge and spin comes out at 0.819 eV. For the HOMO energy, the calculation gives -9.52 eV. The total charge is +1. Its spin multiplicity is 1.

No. 2
Formula: C6H10BrNO
Source: the OMol25 dataset
Level of theory: the ωB97M-V functional and the def2-TZVPD basis

```
19
Properties=species:S:1:pos:R:3:forces:R:3
C -1.52143 0.01758 -0.16869 3.42 1.35 1.21
C -0.74500 -1.04358 -0.14133 -0.57 1.16 -1.69
C 0.58522 1.45040 0.05995 -1.33 -2.63 -1.28
C -1.15092 -2.41561 -0.67158 -0.82 2.12 0.49
C 0.72825 1.75823 -1.37814 -2.00 4.62 1.74
C 1.12525 0.09750 2.00337 1.46 1.66 -3.49
N 1.22284 0.29224 0.51972 -1.84 1.14 0.86
O 0.67737 -0.87909 -0.10406 0.66 -0.45 -0.04
Br -3.27398 0.42133 -0.06389 -0.91 -0.13 -0.11
H 0.18153 2.26112 0.62764 0.43 0.01 1.27
H -0.80566 -2.53426 -1.70867 -0.31 0.13 0.25
H -2.30408 -2.27684 -0.59728 1.98 -1.44 -0.14
H -0.59171 -3.09973 -0.06273 -0.62 -1.09 0.35
H 1.05995 0.95943 -1.85287 0.49 -3.98 -2.62
H 1.56700 2.46817 -1.60186 -0.82 0.16 0.56
H -0.31143 2.20335 -1.62923 2.03 -0.79 -0.50
H 0.13563 -0.05759 2.20291 -2.39 -0.79 1.24
H 1.86346 -0.58825 2.16705 1.10 -2.66 1.02
H 1.55772 0.96562 2.39971 0.02 1.61 0.87
```
Forces are in eV/Å.

For the LUMO energy (alpha / beta), the calculation gives 0.252 / 0.044 eV. The energy above the lowest of the compared OMol25 structures with the same formula, charge and spin comes out at 4.857 eV. For the HOMO energy (alpha / beta), the calculation gives -7.68 / -7.45 eV. The total charge is 0. Its spin multiplicity is 1.

No. 3
Formula: C6H9NO2
Source: the OMol25 dataset
Level of theory: the ωB97M-V functional and the def2-TZVPD basis

```
18
Properties=species:S:1:pos:R:3:forces:R:3
C -0.87287 -1.82234 -1.23500 0.62 1.58 -2.63
C -0.15968 0.29495 -0.42471 1.93 -1.75 -1.07
C -0.43555 1.73721 -0.30967 -1.24 3.11 -1.14
C -0.45910 0.06588 1.05681 -0.69 -4.43 -1.49
C 0.92203 -0.50958 1.61478 -3.68 -1.63 3.14
C 1.73392 -0.46158 0.59393 1.90 -1.69 -1.53
H 0.19792 -2.24347 -1.29360 -1.66 0.72 -0.36
H -1.53202 -1.99483 -2.20155 1.38 -0.61 2.45
H -1.24511 -2.08787 -0.25737 -0.70 -0.36 -0.10
H 0.43308 2.42485 -0.43647 -0.20 -0.78 0.41
H -1.27129 2.32062 -0.88632 1.26 -1.82 0.61
H -0.20263 1.86518 1.62745 0.57 1.48 1.84
H -1.38955 -0.67848 1.02945 1.91 1.42 1.15
H 0.99526 -1.36535 2.61754 0.07 3.35 -3.23
H 2.72973 -1.00652 0.71564 -1.19 1.24 -1.20
N -0.84344 1.41714 1.04698 -0.99 2.80 2.31
O -0.86750 -0.32737 -1.34268 -1.40 -2.57 -1.45
O 1.21952 -0.04531 -0.65987 2.12 -0.04 2.27
```
Forces are in eV/Å.

For the LUMO energy, the calculation gives 0.896 eV. The energy above the lowest of the compared OMol25 structures with the same formula, charge and spin comes out at 5.239 eV. For the HOMO energy, the calculation gives -8.91 eV. The total charge is 0. Its spin multiplicity is 1.